Entry from the Open Molecules 2025 dataset: C40H58N11O2S2SeTi as an isolated structure (the ωB97M-V functional and the def2-TZVPD basis).

```
115
Properties=species:S:1:pos:R:3:mulliken_charge:R:1
N -2.740 2.094 1.814 1.2831
H -4.013 6.528 1.283 0.4796
C -0.237 -2.131 -4.292 0.1715
N 0.441 4.438 -0.136 -0.5562
C 1.264 2.250 0.239 0.7006
C -4.699 0.693 2.415 -0.7182
H 0.952 1.807 3.173 -0.3897
H 0.863 3.535 3.503 0.7534
C 0.060 2.268 5.085 -0.5895
H 4.186 -2.401 -1.703 0.1582
H -7.348 1.640 2.200 0.3745
H -0.344 5.493 3.248 0.3927
C 1.366 -2.462 -6.260 -0.3138
H -6.281 2.880 1.554 0.2284
C 1.237 -2.810 -2.393 0.2766
C -3.336 5.758 1.629 -1.0533
C 0.641 -1.474 -5.349 -0.3149
H -4.662 0.951 -4.938 0.3750
H 5.925 -4.209 -2.198 0.3710
H -2.093 -6.034 -0.795 0.3578
N -0.895 2.681 2.828 1.5610
H -5.825 1.277 4.138 0.4389
C 1.405 3.630 0.286 -0.7918
H -4.067 0.080 3.061 0.2020
C -0.680 3.370 5.840 -0.1121
O -1.785 2.551 -7.114 -0.5209
H -4.600 2.674 -6.066 0.3021
S -2.032 -0.765 -1.255 -0.4016
H -0.686 -1.393 -3.632 -1.1212
H -0.139 -4.046 -6.413 0.2814
H -4.298 -0.271 -2.853 0.5841
C 3.035 -0.471 1.554 -0.5012
H -1.465 4.513 -0.930 0.5675
C -0.819 2.486 -0.648 -0.7195
H -4.744 2.517 3.573 0.0673
H -0.011 -0.830 -5.947 0.4404
O -3.955 2.800 -6.772 -0.4607
C 0.194 4.582 6.145 -1.3300
N 1.804 -3.831 -1.748 -0.1277
H -3.987 -3.869 0.743 0.3090
H 1.362 -0.817 -4.857 0.1859
C -2.752 3.486 1.891 0.5941
C -3.097 -4.284 1.215 -0.9223
H -7.102 3.143 3.084 0.3811
S 1.499 -1.165 -1.917 -0.3124
H 4.859 -3.275 -0.341 0.5315
N 1.970 0.013 0.945 0.7960
H 4.313 -3.351 -3.995 0.2222
C 2.828 -3.730 -0.707 -0.5782
C -1.255 5.195 2.746 -0.4703
H 2.836 -4.694 -0.197 0.6721
Ti -0.015 -0.528 0.029 0.8232
H -1.050 -2.689 -4.756 0.6395
H 2.479 -2.990 0.007 -0.2013
N 0.152 1.670 -0.234 1.3957
H 1.996 -1.895 -6.947 0.4528
H -0.158 0.841 -2.919 0.2197
C 2.254 1.341 0.809 -0.5726
H 4.969 -4.963 -4.262 0.4610
C 0.339 2.586 3.620 -1.0496
C -1.580 3.859 2.536 0.1872
H 3.321 -4.781 -3.709 0.1527
C -0.665 3.865 -0.594 -1.0293
H -0.539 2.083 -5.019 0.6149
H 0.619 5.030 5.242 0.2529
H -5.420 0.011 1.952 0.5440
C -1.152 0.886 -3.342 0.5198
H -3.379 0.462 0.703 -0.8570
H 1.690 -4.746 -2.158 0.4586
N -1.968 -4.229 0.271 0.0096
C -2.619 1.629 -5.104 0.4467
H -1.057 2.954 6.776 0.4330
H 2.060 -3.069 -5.666 -0.0945
H -3.276 -5.320 1.494 0.3367
H 3.204 -1.491 1.858 0.6137
N 3.896 0.525 1.760 0.0397
H -4.409 1.884 0.618 0.7433
C -1.358 1.580 -4.521 -1.0841
C -6.603 2.389 2.476 -1.2987
H 0.989 -3.990 -7.755 0.3911
N -0.168 -2.598 0.640 -0.3742
C -3.473 0.260 -3.311 -1.5693
H -2.988 -4.668 -1.509 0.3089
C -2.153 6.134 2.282 -0.9341
N 3.416 1.691 1.296 -0.6395
H -1.221 -4.718 -1.623 0.0190
H -0.373 5.362 6.653 0.3821
C 4.852 -4.405 -2.170 -0.7962
C -2.735 2.360 -6.413 0.5446
C -1.616 1.636 2.385 -0.8173
C -5.444 1.748 3.230 -0.0961
C -2.074 -4.964 -0.995 -0.5713
H 2.312 4.073 0.680 0.6088
C 0.432 -3.368 -7.054 -1.2272
H -2.852 -3.709 2.104 0.3468
H -4.574 4.152 0.920 0.3579
C -2.208 0.209 -2.729 0.6896
H -1.725 2.029 -1.018 0.5587
H 1.026 2.079 5.565 0.5704
C -3.832 1.256 1.295 -0.4060
C 4.219 -3.383 -1.223 -0.3675
C -3.658 4.431 1.420 -0.7087
Se -1.073 -0.165 2.434 -0.0871
C 4.329 -4.373 -3.607 -0.9506
H -0.288 -2.783 -7.630 0.3008
C -1.022 -3.371 0.452 0.5276
H 4.804 0.489 2.200 0.1828
H -0.494 1.328 5.129 0.1656
H 0.529 -4.044 -3.801 0.4761
C -3.674 0.965 -4.490 -0.9438
H -1.569 3.674 5.277 0.0629
H 1.029 4.305 6.791 0.3785
H -1.941 7.185 2.423 0.4950
H 4.750 -5.411 -1.751 0.2982
N 0.487 -3.097 -3.450 -0.0875
```

Its net charge is +2. The calculation puts the energy relative to the best compared isomer or geometry (same formula, charge and spin) at 5.21 kJ/mol. Its multiplicity is 2. As for the HOMO energy (spin up / spin down): -12.8 / -12.8 eV. Its total energy is -173032.6022 eV. As for the gap between HOMO and LUMO (spin up / spin down): 7.3 / 7.1 eV.

***

Entry from the Open Molecules 2025 dataset: C40H59BrN7OPPd as an isolated structure (the ωB97M-V functional and the def2-TZVPD basis).

```
110
Properties=species:S:1:pos:R:3:mulliken_charge:R:1
H -0.010 4.571 -0.945 0.4330
C -0.998 3.756 3.468 0.1792
H -2.952 2.611 -2.719 0.2804
C -0.436 3.681 2.055 -0.4496
H -7.785 3.709 0.028 0.4309
C -6.044 2.676 0.790 -0.9699
C -1.292 0.141 3.231 -0.6976
N -0.414 -0.049 2.127 2.5295
H -3.836 4.100 -2.428 -0.0715
H -6.936 4.566 1.301 0.2974
H -2.050 -6.368 -6.109 0.4654
H 3.919 -1.056 -1.687 0.4637
C -4.158 -5.342 -4.678 -1.5384
O -1.179 -1.878 -0.381 -0.7418
H -1.655 -6.483 -4.397 0.3382
H -3.235 -4.439 -7.053 0.4204
H -0.253 2.652 1.750 -0.2661
C 2.891 -0.985 1.531 -0.4336
H -3.668 -3.035 -6.090 0.4158
H -0.276 3.331 4.167 0.5287
C -6.002 4.741 -0.630 -0.8685
H -2.987 0.031 1.926 0.6274
H -4.620 0.354 3.772 0.4428
C -1.548 -2.519 -1.393 0.4411
H -3.799 -4.766 0.382 0.3949
C -2.919 -3.819 -6.215 -2.1177
N 0.752 -0.365 2.392 -0.9398
N -3.915 3.757 0.215 1.6358
C -1.747 -5.792 -5.234 -1.5297
C -1.734 0.481 5.554 -0.7586
C 3.285 -0.922 -0.823 -0.8318
H -4.074 2.086 1.465 -0.4416
C 1.979 -0.481 -0.990 -0.5587
H -3.806 0.653 6.085 0.4677
Br -1.367 -0.002 -2.774 -0.2248
C -2.105 -2.514 -3.805 0.1346
H -0.487 -6.529 0.502 0.4551
N -1.355 4.310 1.098 1.1895
C -1.810 -3.953 -1.346 -0.3763
C -1.839 5.742 -3.639 -0.6267
C -1.260 -4.085 1.193 -2.0788
H -2.383 6.909 3.038 0.4423
H -1.385 0.604 6.570 0.4499
C -3.558 0.347 3.979 -0.8453
H -2.291 6.140 0.651 0.3366
H -3.347 -6.129 -0.647 0.3188
H -3.095 4.292 -4.655 0.5260
H -1.979 -3.317 1.476 0.4354
H -3.214 5.372 2.822 0.0657
C -0.598 -5.890 -0.374 -1.6771
H -1.560 6.235 -4.569 0.4162
C -2.845 3.695 -2.624 -0.3194
H -2.397 -5.621 -2.493 0.4190
C -1.721 -1.867 -2.676 -0.0526
N -1.988 1.926 0.173 -0.2861
H -5.988 2.003 -0.071 0.3718
C -0.602 4.450 -1.850 -0.7181
H -0.866 -6.525 -1.218 0.3412
C -2.793 -4.694 -4.967 1.7425
H 4.760 -1.523 0.617 0.4369
N 1.156 -0.294 0.037 0.5503
C -2.651 0.171 2.946 -0.0653
H -5.953 4.172 -1.564 0.2579
H -0.389 5.770 3.915 0.3907
H -4.118 -6.029 -3.832 0.3388
H -0.275 -3.625 1.113 0.2649
H -1.479 3.719 -4.311 0.2363
H -0.752 6.595 -1.961 0.2064
C -2.231 5.853 2.808 -0.3752
Pd -0.947 0.308 -0.034 0.9347
C 3.748 -1.179 0.455 -0.4783
C -0.661 5.752 -2.647 -0.8137
C -1.634 5.720 1.413 -0.8860
H -2.213 -1.976 -4.734 0.6667
H -6.493 5.689 -0.850 0.4092
H 0.289 5.872 -3.171 0.4332
C -2.201 -4.559 -2.515 -0.7210
C -1.667 -4.819 -0.089 2.1027
H -0.765 -5.362 -5.436 0.3662
H -0.687 6.266 1.353 0.5410
H -1.223 -4.823 1.996 0.5519
C -4.631 2.998 1.253 -0.0335
H -4.664 3.589 2.178 0.2466
C -2.302 4.314 -3.908 -0.8909
H -0.134 3.657 -2.440 0.3123
H -1.785 5.240 4.832 0.4500
H 0.517 4.219 2.000 0.4705
C -4.590 5.019 -0.135 -0.8552
C -3.019 -5.503 0.182 -1.6727
H 0.370 -5.432 -0.586 0.3825
N -1.963 4.031 -1.477 1.2366
H -4.637 5.660 0.755 0.4011
P -2.306 3.520 0.035 -2.2237
H -1.967 -3.361 -6.492 0.4116
C -1.321 5.201 3.847 -1.3760
H -4.474 -5.912 -5.552 0.4657
C -3.099 0.508 5.279 -0.4965
C -2.360 -3.903 -3.747 -0.3451
H 0.241 0.270 4.729 0.5079
C 1.608 -0.544 1.272 -0.0196
H -2.679 6.310 -3.230 0.2636
H 1.577 -0.271 -1.973 0.4754
H -2.926 -6.143 1.060 0.4638
H -4.918 -4.587 -4.472 0.3662
H 3.188 -1.168 2.553 0.5372
C -0.822 0.293 4.534 -0.3304
C -6.792 3.949 0.408 -0.8329
H -6.568 2.147 1.588 0.3880
H -4.001 5.544 -0.887 0.4792
H -1.903 3.139 3.521 -0.1466
```

Its net charge is +2. The calculation puts the energy relative to the best compared isomer or geometry (same formula, charge and spin) at 19.64 kJ/mol. Its multiplicity is 5. As for the HOMO energy (spin up / spin down): -13.4 / -13.7 eV. Its total energy is -137713.0991 eV. As for the gap between HOMO and LUMO (spin up / spin down): 7.2 / 6.6 eV.

***

Entry from the Open Molecules 2025 dataset: a 5-piece molecular cluster, C40H60F4N4O4P3 overall at a distorted geometry (the ωB97M-V functional and the def2-TZVPD basis).

```
115
Properties=species:S:1:pos:R:3:mulliken_charge:R:1
C 0.681 -1.559 3.149 -2.6997
H -6.614 -2.423 6.548 0.2515
H -0.838 -3.091 -0.900 0.4423
H -3.420 -2.317 3.091 0.3864
H -6.269 -0.813 5.830 0.2993
H -3.905 4.058 -3.178 0.4398
H 1.439 -3.120 -4.503 0.4158
C -0.624 1.875 -0.187 -1.7390
C 5.213 -2.967 4.773 -1.0595
C -3.572 2.977 -5.019 -0.3750
H 4.465 2.759 4.917 0.2800
H -2.155 6.478 -8.932 0.4365
C 0.090 -5.743 -2.808 -0.6787
H 1.581 -0.734 -4.364 0.2043
C -3.133 0.763 -3.392 -0.2686
H 1.737 1.560 6.691 0.4554
C 0.165 -0.004 1.239 -0.8283
C -5.831 -1.706 6.297 -0.7341
H 0.652 -0.079 5.245 0.0273
H -0.100 8.072 -5.515 0.3848
H 4.920 -3.918 5.226 0.2809
F 2.128 -1.094 -6.856 -0.3067
H -3.414 -0.968 5.814 0.4355
C -2.385 0.487 0.921 -1.1446
H 2.529 -1.632 0.898 0.0540
F 0.407 -1.655 -2.611 -0.1719
H -0.970 1.772 1.930 0.1967
H 1.013 0.359 0.637 0.4780
P 1.812 -3.709 4.508 -0.0142
C 4.592 -2.824 3.363 -0.6433
C 2.280 0.080 -6.209 0.4735
N 1.138 -4.706 3.303 -0.5032
H -0.337 1.161 -0.977 0.2602
H -4.396 -0.663 4.347 0.3464
F -3.521 2.120 -1.507 -0.2908
C -3.664 3.110 -3.641 -0.7265
H 4.958 -2.131 5.431 0.2646
H 3.273 -0.062 1.230 0.2354
C 1.252 0.844 3.326 -0.9002
H 0.227 -5.066 3.601 0.2261
H -0.149 -0.932 0.737 -0.0920
O 0.517 -3.508 5.488 -0.4528
H 4.182 -3.767 2.984 0.5268
C -3.046 0.642 -4.772 -0.3944
C 0.903 -3.671 -3.741 -0.5818
C -0.714 4.843 -6.337 -0.1814
H -2.896 0.296 1.870 0.1166
C -0.393 -3.666 -1.703 -0.4384
C 2.113 1.349 -4.202 -0.3467
C 0.881 0.904 4.817 -0.1611
H -3.194 1.651 -6.661 0.4371
H 0.804 -2.993 6.246 0.3325
H -1.737 -0.555 3.464 0.0278
F -1.850 4.012 -8.218 -0.3290
C -3.265 1.746 -5.586 -0.6951
N 0.728 -0.299 2.570 1.6717
C 2.588 2.465 -4.877 -0.6981
H 0.006 -6.820 -2.857 0.3909
C -0.464 7.224 -6.079 -0.5324
C 2.756 1.174 -6.904 -0.5474
H -2.811 -3.255 4.481 0.3605
C 0.790 -5.054 -3.791 -0.4999
H 3.852 2.869 6.592 0.3231
H 0.291 5.771 -4.691 0.3858
H 1.765 -5.506 3.245 0.3103
H -0.563 3.828 -5.993 0.6391
H 3.695 4.274 5.505 0.2530
H 2.710 3.404 -4.353 0.4406
N 1.787 -2.147 3.537 1.0497
P 3.404 -1.419 3.213 -0.0676
O -4.927 -2.337 5.399 -0.3194
H -2.386 -0.401 0.285 0.0496
N -0.486 -2.304 3.434 1.4385
P -0.938 -3.439 2.213 0.4924
H 0.234 2.538 -0.010 0.3311
C -1.392 5.071 -7.517 0.2380
H -1.326 8.430 -7.630 0.3677
H 4.325 -1.456 0.948 0.5735
H 2.353 0.889 3.259 0.2444
C -1.621 6.344 -8.000 -0.5544
C -3.926 -1.450 4.966 -0.8467
C 0.307 -3.004 -2.690 0.6453
H 3.274 3.244 -6.755 0.4025
H 6.307 -2.997 4.677 0.3697
H -2.962 -0.083 -2.738 0.4957
H -3.007 1.220 0.397 0.5264
H 5.377 -2.532 2.648 0.4548
C -0.968 1.060 1.093 1.2198
C 3.676 3.185 5.552 -0.7491
C -0.503 -5.049 -1.762 -0.4099
C -1.602 -1.495 4.006 0.0359
H -1.476 2.431 -0.574 0.5230
C 2.907 2.375 -6.226 -0.4003
H 0.232 -3.529 1.435 0.0801
H 3.004 1.080 -7.953 0.4619
C 3.375 -1.144 1.393 -0.8933
O -1.318 -4.773 2.757 -0.9388
C -0.246 5.933 -5.616 -0.5101
O 2.401 2.734 5.103 -0.3480
C -3.441 1.998 -2.859 0.4792
H -1.052 -5.581 -0.996 0.4430
H -5.298 -1.399 7.210 0.2953
H 1.865 1.413 -3.150 0.3907
C 2.051 1.477 5.635 -0.8983
H -1.335 -1.258 5.046 0.1307
H -1.961 -2.884 1.449 0.1239
H 2.913 0.785 5.600 0.3190
H 0.905 1.756 2.825 0.6822
C -1.152 7.426 -7.269 -0.3320
C -2.950 -2.244 4.078 -0.6584
H -2.809 -0.319 -5.211 0.4177
C 1.954 0.143 -4.870 -0.0660
H 1.253 -5.595 -4.604 0.3989
H -3.737 3.837 -5.653 0.4449
H 0.010 1.550 4.973 0.4112
```

Its net charge is +1. Its multiplicity is 1. As for the HOMO energy: -10.6 eV. Its total energy is -95334.0040 eV. As for the gap between HOMO and LUMO: 7.4 eV.

***

Entry from the Open Molecules 2025 dataset: C40H60N11O3SeSr as an isolated structure at a distorted geometry (the ωB97M-V functional and the def2-TZVPD basis).

```
116
Properties=species:S:1:pos:R:3:mulliken_charge:R:1
C -3.255 -0.437 1.005 0.1301
C -2.186 -0.377 4.731 -0.7905
C 1.645 -4.426 -3.911 -0.4779
H -4.034 0.379 -2.730 0.2851
H 1.434 -3.397 -4.183 -0.3243
C -0.914 -0.232 -3.550 -0.0558
H -4.458 3.735 2.073 0.1984
C 0.665 -0.676 3.956 -0.1688
C -2.140 0.193 -5.636 -1.3069
C -3.008 5.886 3.472 -0.8240
C -2.486 -2.681 4.247 -0.8355
H 0.022 6.057 4.909 0.2506
C -3.239 -0.372 -2.768 -0.9688
H -0.676 1.586 -1.851 0.6236
H 0.245 -2.046 -5.002 -0.3541
N 0.641 -4.101 -0.402 0.2068
C 2.687 0.917 4.947 -0.6110
C -2.752 4.952 2.484 0.9987
H -2.863 -0.464 5.584 0.3931
C -0.785 -4.355 -0.379 -0.7776
C 3.770 -0.590 -4.149 1.0813
C 1.393 0.091 3.034 0.2118
C -0.472 -1.578 3.530 0.6319
H 2.682 2.160 -5.818 0.3301
H 0.338 -0.769 -6.227 0.3003
C 0.905 4.221 3.173 -1.4497
C 2.665 1.282 -5.187 -1.3822
H 1.078 -5.094 -4.569 0.4256
C 3.784 0.515 -5.020 -0.7502
C 2.414 0.874 3.586 -0.4137
H -4.536 5.352 1.357 0.4372
O 1.904 1.721 -0.938 -0.6881
C -2.334 7.369 5.367 -1.4882
H 5.836 -1.054 -4.532 0.3871
H -0.872 -1.248 2.556 -0.7069
C -1.656 1.132 -1.721 -0.4735
H 2.333 -6.442 -2.435 0.3572
H -1.347 -3.441 -0.149 -0.0144
O 3.276 2.562 -2.479 -0.7684
H -1.972 -3.628 4.088 0.3083
H 3.025 1.482 2.928 0.3690
N -4.559 -0.883 0.862 -0.4464
H -1.566 0.723 -6.406 0.3562
H -3.140 7.039 6.025 0.3241
C -0.465 4.811 3.252 0.6146
H 2.134 0.180 6.892 0.3769
H -2.631 0.927 -5.005 0.4258
H -2.663 8.285 4.875 0.3209
N -1.521 -1.650 4.543 0.0078
C -1.463 4.426 2.351 0.5168
H -3.460 4.120 0.665 0.3534
C 1.946 0.150 5.826 -0.6553
H 2.717 -4.611 -4.063 0.3449
H 4.832 0.972 -1.764 0.2470
C 4.987 -2.394 -3.108 -1.0709
N 1.612 -2.455 -1.727 0.2529
H 5.895 -2.966 -2.963 0.3628
C -0.761 5.750 4.228 -1.0957
H -3.166 -2.790 5.095 0.3151
N -1.962 0.297 -2.855 0.2479
H -3.926 1.371 1.684 0.0721
N 1.246 -4.660 -2.550 0.4034
H -1.653 0.558 -0.793 -0.7831
C 1.420 -0.157 -3.673 -0.0819
H 2.193 -3.287 0.706 0.2652
C 1.130 -3.494 0.812 -0.7761
H 0.618 -2.560 1.059 -0.0793
Se -1.047 3.272 0.880 -0.4313
H 0.618 1.566 -4.628 0.4832
H 4.708 0.768 -5.524 0.3779
N 0.239 -0.354 -3.006 0.5742
C 1.204 -3.654 -1.597 0.1751
H -2.408 1.920 -1.657 0.3390
H 0.580 -6.646 -2.639 0.3239
H 1.237 -6.117 -1.071 0.4165
C 3.839 -2.745 -2.402 -0.2289
H -4.007 6.297 3.555 0.3702
C 1.351 -6.042 -2.149 -1.2608
C 1.493 0.937 -4.528 -0.0740
N -1.263 -0.638 -4.843 0.3921
H 3.478 1.552 5.327 0.3523
C -2.021 6.316 4.343 0.7736
H -2.242 1.281 1.480 -0.2475
H -2.894 -0.425 -6.136 0.3379
H 0.356 -1.265 5.993 0.3366
H -1.461 7.596 5.974 0.3372
C 2.957 1.776 -1.595 0.1742
C 2.585 -0.940 -3.437 0.0961
H -0.081 -2.596 3.408 0.0619
H 0.867 3.152 3.393 0.0704
N 3.932 -0.001 -0.152 -0.5753
H -0.922 -2.021 -6.340 0.4209
H -4.657 -1.870 0.686 0.2839
H -3.391 -1.018 -3.630 0.4639
H 1.304 4.322 2.164 0.3301
C 4.952 -1.342 -3.977 -1.1217
C -3.873 4.520 1.587 -1.8578
H -1.447 0.394 4.937 0.2640
H -1.105 -4.737 -1.346 0.3680
C -0.346 -1.401 -5.645 -0.3599
H -5.267 -0.470 1.445 0.1739
N -3.127 0.774 1.566 0.2393
H 0.986 -4.213 1.622 0.4017
C 0.950 -0.659 5.321 -0.4139
H 4.256 -0.939 -0.382 0.1615
H 4.542 0.385 0.575 0.2229
N 3.938 0.782 -1.320 0.0629
O -2.321 -1.132 0.635 -0.1901
H -3.299 -0.979 -1.855 0.0108
H 1.579 4.703 3.876 0.3507
Sr 1.010 0.385 0.403 1.8564
H -2.765 -0.075 3.845 0.1722
C 2.644 -2.057 -2.555 -0.0215
H -1.002 -5.102 0.390 0.2631
H 3.874 -3.564 -1.692 0.4535
H -3.083 -2.461 3.347 0.1752
```

Its net charge is -1. The calculation puts the energy relative to the best compared isomer or geometry (same formula, charge and spin) at 0.00 kJ/mol. Its multiplicity is 1. As for the HOMO energy: -3.8 eV. Its total energy is -131172.9095 eV. As for the gap between HOMO and LUMO: 6.0 eV.